# C35H52OP4Sn

A structure of composition C35H52OP4Sn (wB97M-V/def2-TZVPD, OMol25).

```
93
Properties=species:S:1:pos:R:3:forces:R:3:lowdin_charge:R:1
H -1.37800 3.96815 -3.68855 -0.100 -1.398 0.484 0.1068
H 3.39512 -0.54918 -0.40728 -0.021 -0.252 0.118 0.0312
H 3.06438 -0.51404 2.97289 -0.228 0.281 -0.358 0.0787
C -2.78941 -0.96944 -5.44640 -0.886 0.473 2.136 0.0711
C -3.66525 3.23270 2.70752 -0.078 0.311 0.282 -0.0720
C -5.91172 -1.41881 1.64445 -0.178 -0.024 -0.265 -0.0119
C -2.95053 2.88263 1.55760 0.055 0.949 -1.432 -0.4041
H 2.11614 4.43771 0.87765 -0.128 -0.229 -0.136 0.0939
P 1.19493 2.84850 -0.69246 1.551 1.070 0.059 0.6940
H -1.35829 -0.99219 3.18239 0.061 0.167 0.254 0.0918
H 1.72416 4.82651 -1.94242 -0.203 -0.201 0.107 0.0916
H 0.36879 4.21031 1.18852 0.182 -0.142 -0.210 0.0597
C -0.31463 -1.11726 -5.21634 0.239 -0.327 -0.073 0.0442
C 2.91336 2.29334 -1.04610 -0.150 -0.422 -0.025 -0.2159
H 2.92624 1.57807 -1.88867 0.073 0.365 0.307 0.0614
H 1.52293 2.95307 1.70421 0.015 0.246 -0.187 0.0415
C -0.74857 2.70191 -5.20988 -0.606 -0.145 -0.681 0.0477
C -1.66101 0.33438 -3.87470 0.493 1.826 3.140 -0.4270
C -5.45408 -0.88536 0.42851 0.001 0.101 0.314 -0.0536
H -1.06521 2.25489 -6.16805 0.333 -0.152 0.666 0.1126
H 3.65794 -1.85185 0.80552 -0.146 0.192 -0.242 0.0747
C -0.25854 -0.14856 -4.04097 -0.608 0.650 -0.902 -0.1063
C 2.93068 -1.38888 0.12397 -0.376 0.080 -0.366 -0.2517
P -2.15485 1.28449 1.45366 -0.723 -0.263 1.968 1.0116
H -3.61450 0.00166 -3.55352 -1.072 0.035 -0.798 0.1405
C -3.37246 5.07883 0.61198 -0.209 0.280 0.022 -0.0515
C -1.64162 3.02780 -4.23440 0.065 2.665 -1.116 -0.0466
O -1.84525 1.41945 -3.13583 1.378 -2.589 1.947 -0.2299
C -2.56423 -2.48125 -1.57218 -0.504 0.774 -0.469 -0.2687
H -5.99547 -1.05438 -0.50231 0.036 -0.007 0.308 0.1261
H 3.50754 3.18462 -1.32134 -0.262 -0.364 0.163 0.0878
H -3.70359 -1.25740 -5.95311 0.208 -0.163 -0.227 0.1547
H -2.42684 3.47090 -0.48248 -0.021 0.102 0.246 0.0722
C 1.30913 -2.30513 2.18473 -1.089 -0.381 -0.029 -0.2419
C -0.78180 2.33010 3.70162 -0.213 0.138 -0.117 -0.0902
Sn -0.48857 0.87586 -0.90339 -1.337 -0.731 2.075 0.9988
H 3.07158 0.91938 1.88720 -0.150 -0.240 0.242 0.0356
H -2.62942 -4.03603 0.45853 0.551 0.545 0.165 0.0801
H -1.05638 -3.97030 1.38745 -0.676 0.523 -0.343 0.0564
C -1.03091 -0.08192 3.68937 -0.021 0.068 -0.136 -0.1364
H 0.66256 -2.68364 -1.88898 -0.131 -0.702 0.180 0.0324
H -3.54445 -0.23166 3.76348 -0.104 0.088 -0.455 0.1127
C -4.17884 4.52373 2.84534 0.067 0.294 -0.458 -0.0169
H -3.49740 -2.14649 -1.09742 0.172 -0.158 -0.278 0.0381
H 0.73707 -3.74668 -0.41898 -0.382 0.260 -0.624 0.0514
H -1.56334 -1.85874 -6.80027 0.814 -0.559 -0.379 0.1326
H -0.44887 -4.12895 -1.75555 0.272 0.565 0.417 0.0798
H -4.37328 6.50126 1.95091 0.237 -0.730 -0.183 0.1379
C -1.87750 -3.36884 0.93489 0.320 0.961 0.651 -0.1823
C -1.50647 -1.34493 -5.86368 1.524 -0.281 -0.849 -0.0299
C 0.86628 4.13596 -1.92202 -0.433 0.144 -0.373 -0.2207
H 0.29406 2.90709 -5.06264 0.364 0.461 -0.352 0.0656
C 0.07068 -3.31985 -1.19872 0.428 1.001 0.260 -0.2286
H 2.31165 -2.70644 2.40370 -0.332 0.257 -0.144 0.0807
C -5.21644 -1.16493 2.82530 0.137 0.138 0.181 -0.0231
P -1.20971 -2.18555 -0.40772 -0.531 -3.088 -0.588 0.8168
H 2.60502 -2.13277 -0.61185 0.214 0.104 0.113 0.0316
H 0.52715 0.96870 6.53101 -0.072 -0.036 -0.207 0.1358
C 0.04794 1.01586 5.55502 -0.018 0.043 -0.095 -0.0125
H -0.21427 -1.12053 5.38850 -0.070 0.189 -0.033 0.1290
H -3.98894 0.33914 -0.52482 0.038 0.036 0.012 0.0941
H 0.13210 -0.31381 -2.95388 -0.567 -1.109 -1.441 0.0548
H -6.82924 -2.01607 1.65873 0.388 0.205 0.037 0.1364
H -2.40781 -1.91263 -2.49764 -0.141 -0.256 0.154 0.0208
H 3.36389 1.80524 -0.16052 -0.275 0.318 -0.452 0.0449
H -3.82441 2.52779 3.52286 0.183 0.081 -0.190 0.1243
H -2.69977 2.84929 -4.28552 -0.176 0.339 -0.658 0.1030
H -2.36944 -2.73779 1.70599 0.164 -0.660 -0.296 0.0355
H 0.72569 3.72764 -2.93695 0.148 0.084 0.474 0.0374
H 1.74262 0.68759 3.06692 0.214 -0.145 -0.165 0.0249
C -4.04854 -0.39186 2.80685 -0.051 -0.221 0.296 -0.0740
C -2.87627 3.78199 0.46802 0.084 0.102 0.814 -0.1141
C -2.84731 -0.27697 -4.25312 0.542 0.185 -0.484 0.0061
P 1.48705 -0.81034 1.11948 1.759 0.269 0.829 0.7603
C -1.30181 1.16671 3.09509 0.887 -0.098 -0.766 -0.3498
H -4.70539 4.80564 3.76485 0.215 -0.156 -0.441 0.1356
H -0.03593 4.70156 -1.64228 0.275 -0.157 -0.073 0.0683
H -0.94775 3.31067 3.23964 0.066 -0.405 0.239 0.1104
C -4.00597 5.46845 1.81386 0.176 -0.258 -0.139 -0.0092
H -3.25761 5.78480 -0.22806 -0.222 -0.346 0.617 0.1243
C -0.38299 -0.15215 4.92195 -0.116 -0.013 -0.232 -0.0476
H 0.79488 -2.06405 3.13281 0.293 -0.050 -0.494 0.0456
C -0.12980 2.25278 4.93126 -0.141 0.181 -0.134 -0.0295
H 0.21402 3.17310 5.41248 -0.103 -0.379 -0.150 0.1343
H 0.60820 -1.55426 -5.62970 -0.525 0.273 0.302 0.1418
C -4.31177 -0.09854 0.41716 0.093 -0.096 0.127 -0.1310
C -3.58532 0.15589 1.59875 0.235 -0.650 -0.709 -0.3601
H -2.62076 -3.55420 -1.80776 0.031 0.328 0.136 0.0799
C 2.43191 0.17138 2.38085 -0.317 0.514 -0.103 -0.2460
C 1.30367 3.69697 0.92401 -0.431 -0.406 0.230 -0.1962
H 0.47334 0.71042 -4.18748 -0.979 -0.601 -0.697 0.1478
H 0.71933 -3.07850 1.67315 0.352 0.133 0.305 0.0000
H -5.57715 -1.55439 3.79050 0.168 0.202 -0.622 0.1394
```
Forces are in eV/Å.

Properties
Relative energy (zero: lowest compared OMol25 entry of this formula, charge and spin): 4.9789 eV
Maximum force: 3.67 eV/Å
HOMO level (alpha / beta): -18.64 / -18.01 eV
Net charge: +4
Kohn-Sham gap (alpha / beta): 3.5 / 2.8 eV